Entry 1:
Below is a molecular structure, C12H6NO5Tb at a distorted geometry, with properties calculated with wB97M-V/def2-TZVPD.

Properties
Total charge: +2
⟨S²⟩: 12.69
Energy: -46684.0740 eV
HOMO-LUMO gap (spin up / spin down): 6.353 / 6.451 eV
Strongest force on any atom: 0.1524 hartree/bohr
Multiplicity: 7

XYZ file:
```
25
Properties=species:S:1:pos:R:3:forces:R:3
O -4.4251 0.7092 -1.0469 2.95 1.32 0.24
C -3.3424 1.0177 -0.8526 -3.38 -1.23 -0.24
Tb -0.9775 0.3345 0.1752 -1.87 1.19 1.84
O -3.4225 -2.3234 -0.2855 4.09 4.03 0.89
C -2.6056 -1.5140 -0.1108 -4.79 -5.48 -0.99
C 0.8930 -1.3378 0.4228 3.44 -2.52 1.38
O 1.8280 -1.9223 0.7299 -2.95 1.82 -1.07
C 0.9290 1.4000 -0.3156 6.71 3.26 -2.39
O 1.9433 1.9206 -0.5820 -4.67 -2.17 1.30
C -0.0935 -0.4246 -1.9720 2.73 -1.13 -5.43
O 0.4556 -0.6800 -2.9577 -2.41 1.04 4.17
H -0.8932 1.8137 -1.1282 0.41 -0.18 0.18
N 0.2656 0.7155 2.1665 0.87 0.25 2.48
C 0.9126 0.8200 3.1506 -0.60 -0.18 -1.62
C 1.9250 0.9231 4.1545 0.48 -0.02 0.70
C 3.2292 1.0623 3.6363 0.50 -0.04 -0.63
C 4.3500 1.0909 4.4749 -0.85 0.01 -0.13
C 4.1678 1.0158 5.8690 -0.31 -0.07 -0.81
C 2.8857 0.8871 6.4064 -1.15 -0.04 -0.40
C 1.7557 0.8342 5.5639 -0.04 -0.03 -0.39
H 3.3312 1.1221 2.5349 0.21 0.00 0.83
H 5.3342 1.1663 4.0149 -0.21 0.03 0.30
H 5.0258 1.0379 6.5219 0.08 0.02 0.08
H 2.7247 0.8172 7.4878 0.17 0.04 -0.50
H 0.7293 0.7112 5.9272 0.59 0.08 0.23
```
Forces are in eV/Å.


Entry 2:
Below is a molecular structure, C12H7Br2Cl5NOY, with properties calculated with wB97M-V/def2-TZVPD.

Properties
Total charge: +2
Energy: -219822.2398 eV
HOMO-LUMO gap: 6.757 eV
Strongest force on any atom: 0.0074 hartree/bohr

XYZ file:
```
29
Properties=species:S:1:pos:R:3:forces:R:3
Y -0.7761 -0.8893 -1.2164 -0.28 0.05 -0.02
Cl 4.8178 3.7696 -1.6519 -0.02 0.00 0.00
C 3.3030 2.9832 -1.6248 0.09 0.03 0.00
C 3.2591 1.5869 -1.6605 -0.15 0.06 0.00
Cl 4.6734 0.6378 -1.7288 0.02 -0.01 0.00
C 2.0066 0.9966 -1.6382 0.20 -0.10 -0.05
Cl 1.8686 -0.7881 -1.6871 0.22 0.31 -0.01
C 0.8202 1.7137 -1.5907 -0.21 -0.29 0.01
O -0.3377 1.0186 -1.5635 0.00 0.10 0.10
C 0.8720 3.1000 -1.5452 0.15 -0.08 -0.05
Cl -0.5938 3.9743 -1.4654 -0.01 0.00 0.00
C 2.1189 3.7319 -1.5648 -0.01 -0.02 -0.01
Cl 2.1916 5.4316 -1.5146 0.00 0.01 0.00
Br -3.6155 -1.5220 -1.7450 0.19 -0.04 -0.01
C -3.1502 -3.4117 -1.8014 -0.09 -0.19 -0.08
Br -1.2391 -3.7824 -1.8920 -0.05 0.16 -0.01
H -3.5818 -3.8109 -2.7113 -0.04 -0.03 0.04
H -3.5281 -3.8733 -0.8980 -0.03 -0.01 -0.02
C -0.8315 -0.9786 3.8553 0.00 0.01 0.06
C -1.5800 -0.0468 3.1486 0.01 -0.04 -0.06
C -1.5542 -0.0925 1.7706 0.03 0.06 0.10
N -0.8321 -1.0068 1.0948 0.01 0.01 -0.02
C -0.1074 -1.9060 1.7884 -0.01 0.01 0.09
C -0.0829 -1.9241 3.1663 0.00 0.01 -0.06
H -0.8274 -0.9661 4.9373 0.00 0.00 0.00
H -2.1681 0.7045 3.6552 -0.01 0.01 -0.01
H -2.1093 0.6308 1.1814 0.00 0.00 0.01
H 0.4705 -2.6225 1.2136 0.00 -0.01 0.02
H 0.5136 -2.6584 3.6881 0.00 -0.01 -0.01
```
Forces are in eV/Å.